[1]
# C3H2NO3

An isolated ion of composition C3H2NO3 and charge -1 (wB97M-V/def2-TZVPD, OMol25).

XYZ file:
```
9
C3H2NO3 wB97M-V/def2-TZVPD
C -0.326 0.847 0.939
C 1.225 2.450 2.144
C -0.604 0.702 -0.316
N -0.589 -0.517 0.603
O 2.039 2.322 1.303
O 0.091 1.376 1.999
O 0.956 3.155 3.094
H -0.637 0.814 -1.422
H 0.439 -0.990 0.576
```

## Properties
SMILES string: O=C([O-])OC1=CN1
E_LUMO in eV: 4.30
HOMO in Ha: -0.1296
Frontier orbital gap in eV: 7.82
ΔE to the lowest compared entry with this formula, charge and spin in eV: 3.538
Total charge: -1

Atom charges from the Mulliken analysis, given in e for atoms 1 to 8: 0.450, 0.606, -0.335, -0.578, -0.576, -0.362, -0.637, 0.280

***

[2]
# C10H10N3O2

An isolated ion of composition C10H10N3O2 and charge +1 (wB97M-V/def2-TZVPD, OMol25).

XYZ file:
```
25
C10H10N3O2 wB97M-V/def2-TZVPD
C -0.032 2.220 3.225
C -1.183 1.597 3.494
C 0.497 2.236 1.894
C -1.835 0.943 2.454
C -0.246 1.572 0.747
C -1.393 0.782 1.206
C 0.313 1.410 -0.599
C 1.316 -1.880 -2.038
C 1.343 -0.406 -2.115
C 0.463 -0.971 0.017
N 0.568 0.010 -0.961
N 0.688 -2.163 -0.889
N 1.602 -2.726 -2.953
O 0.216 2.003 -1.608
O 0.262 -1.038 1.143
H 0.703 2.559 4.084
H -1.611 1.752 4.487
H 1.448 2.738 1.773
H -2.824 0.389 2.557
H 2.414 0.043 -2.173
H 0.814 0.056 -3.026
H 0.617 -3.149 -0.516
H 2.358 -2.471 -3.609
H 1.322 -3.708 -2.726
H -1.951 0.057 0.463
```

## Properties
SMILES string: [NH2+]=C1CN(C(=O)c2ccccc2)C(=O)N1
E_LUMO in eV: -3.94
HOMO in Ha: -0.4501
Frontier orbital gap in eV: 8.31
ΔE to the lowest compared entry with this formula, charge and spin in eV: 2.047
Total charge: +1

Atom charges from the Mulliken analysis, given in e for atoms 1 to 8: -0.397, -0.365, -0.338, -0.398, 0.233, -0.243, 0.483, 0.437

***

[3]
# C22H28BInNO8

C22H28BInNO8 as an isolated structure (wB97M-V/def2-TZVPD, OMol25).

XYZ file:
```
61
C22H28BInNO8 wB97M-V/def2-TZVPD
C -3.971 -3.097 0.235
C -2.841 -3.365 -0.504
In -1.477 -5.003 0.206
O -0.807 -6.128 -1.473
C -0.313 -7.259 -1.024
N -0.038 -8.244 -0.491
O 0.119 -4.112 1.218
C 1.148 -3.766 0.303
C 1.167 -2.211 -0.052
C 2.006 -1.501 1.085
C 2.043 -2.101 -1.382
C 1.621 -0.909 -2.323
C 2.826 -0.712 -3.347
C 1.365 0.445 -1.581
B -2.697 -6.414 1.519
O -3.759 -5.849 2.280
O -2.476 -7.822 1.594
H -4.966 -2.901 -0.245
H -3.841 -3.037 1.341
H -2.584 -2.779 -1.423
H 0.930 -4.288 -0.674
H 2.175 -4.100 0.618
H 0.141 -1.796 -0.183
H 3.067 -1.868 1.001
H 2.050 -0.396 0.893
H 1.625 -1.738 2.107
H 3.134 -2.043 -1.109
H 1.946 -3.036 -2.004
H 0.692 -1.163 -2.896
H 3.731 -0.471 -2.728
H 2.611 0.062 -4.119
H 3.025 -1.714 -3.805
H 0.425 0.454 -0.989
H 2.212 0.755 -0.908
H 1.280 1.267 -2.344
H -4.558 -6.329 1.984
H -3.104 -8.239 0.977
C -0.940 3.621 -2.355
C -1.208 4.841 -1.895
C -2.107 5.046 -0.738
O -2.353 6.162 -0.319
C -2.696 3.843 -0.111
C -2.429 2.622 -0.569
C -1.529 2.416 -1.726
O -1.283 1.305 -2.142
H -0.284 3.452 -3.200
H -0.785 5.732 -2.342
H -3.351 4.011 0.735
H -2.852 1.730 -0.122
C 0.618 6.517 3.314
C 0.096 5.627 2.473
C 0.934 4.573 1.855
O 0.460 3.762 1.086
C 2.372 4.546 2.208
C 2.893 5.437 3.049
C 2.057 6.491 3.668
O 2.531 7.303 4.436
H 0.023 7.295 3.775
H -0.953 5.631 2.204
H 2.967 3.769 1.746
H 3.942 5.433 3.318
```

## Properties
E_LUMO in eV: -0.30
HOMO in Ha: -0.1670
Frontier orbital gap in eV: 4.24
ΔE to the lowest compared entry with this formula, charge and spin in eV: 0.000
Total charge: -1

Atom charges from the Mulliken analysis, given in e for atoms 1 to 8: -0.628, -0.462, 0.809, -0.699, 0.580, -0.588, -0.711, -0.693

***

[4]
# C18H58BO13PtSSr

C18H58BO13PtSSr as an isolated structure (wB97M-V/def2-TZVPD, OMol25).

XYZ file:
```
93
C18H58BO13PtSSr wB97M-V/def2-TZVPD
Pt 3.063 -0.912 -0.156
Sr 0.070 3.675 0.996
B 4.927 -0.259 -1.166
H 5.015 -1.208 -0.661
H 4.549 0.446 -0.442
H 5.899 0.037 -1.526
H 4.254 -0.372 -2.002
S 0.595 0.197 -0.208
O 1.087 -0.920 0.558
O 0.150 1.349 0.577
O 1.797 0.569 -0.920
O -0.464 -0.246 -1.068
C -3.946 3.865 -1.542
C -3.243 3.807 -0.199
O -2.106 2.976 -0.160
H -4.354 2.898 -1.838
H -3.258 4.182 -2.325
H -4.739 4.609 -1.469
H -3.970 3.416 0.513
H -2.903 4.789 0.129
H -2.398 2.076 -0.323
C 2.093 0.350 3.586
C 3.131 0.759 2.552
O 3.717 -0.368 1.963
H 2.556 -0.396 4.232
H 1.179 -0.114 3.215
H 1.816 1.171 4.247
H 3.909 1.417 2.939
H 2.675 1.287 1.715
H 4.153 -0.785 2.710
C 0.639 1.590 -4.442
C -0.654 0.755 -4.196
O -0.339 -0.519 -3.630
H 1.023 1.939 -3.483
H 0.535 2.433 -5.125
H 1.437 0.949 -4.815
H -1.179 0.624 -5.142
H -1.363 1.281 -3.556
H -0.299 -0.469 -2.672
C 3.333 3.574 -2.541
C 3.182 3.797 -1.083
O 1.899 3.262 -0.759
H 4.342 3.786 -2.894
H 2.620 4.201 -3.076
H 3.084 2.546 -2.804
H 3.257 4.862 -0.863
H 4.005 3.284 -0.586
H 2.065 2.321 -0.846
C -3.963 -1.245 -1.610
C -3.685 0.258 -1.506
O -2.787 0.403 -0.426
H -4.291 -1.639 -0.649
H -3.087 -1.844 -1.860
H -4.627 -1.449 -2.450
H -4.506 0.964 -1.375
H -3.158 0.644 -2.378
H -1.922 0.084 -0.692
C -2.887 2.899 3.882
C -1.801 2.083 3.225
O -0.633 2.841 3.337
H -3.085 3.896 3.489
H -2.679 2.958 4.950
H -3.817 2.358 3.708
H -2.014 1.905 2.172
H -1.680 1.087 3.651
H -0.413 2.949 4.265
C 2.669 -5.076 0.470
C 2.769 -3.800 1.261
O 3.625 -2.927 0.587
H 2.240 -4.951 -0.525
H 2.004 -5.739 1.022
H 3.614 -5.587 0.284
H 3.162 -4.059 2.244
H 1.765 -3.405 1.418
H 4.440 -3.424 0.478
C -0.804 -5.286 -1.217
C -0.972 -3.879 -0.724
O -0.342 -2.938 -1.592
H -1.559 -5.563 -1.953
H -0.699 -5.944 -0.354
H 0.132 -5.342 -1.773
H -0.499 -3.828 0.256
H -2.039 -3.656 -0.700
H -0.496 -2.034 -1.309
C -3.132 -2.743 2.832
C -2.155 -1.845 1.989
O -0.752 -2.107 2.340
H -3.355 -2.270 3.789
H -2.589 -3.664 3.044
H -4.003 -3.006 2.233
H -2.412 -0.794 2.122
H -2.266 -2.080 0.930
H -0.152 -1.711 1.704
```

## Properties
E_LUMO (spin up / spin down) in eV: -6.17 / -9.55
HOMO (spin up / spin down) in Ha: -0.5079 / -0.5078
Frontier orbital gap (spin up / spin down) in eV: 7.65 / 4.27
Total charge: +2
Multiplicity: 4
Expectation value of S²: 3.757

Atom charges from the Mulliken analysis, given in e for atoms 1 to 8: 2.305, 1.754, 0.129, 0.045, -0.069, -0.015, -0.025, 0.996

***

[5]
# C8H11N

C8H11N as an isolated structure (wB97M-V/def2-TZVPD, OMol25).

XYZ file:
```
20
C8H11N wB97M-V/def2-TZVPD
C 1.429 2.216 0.729
C -1.977 -0.261 -0.452
C -0.171 -2.006 -0.899
C 1.230 0.922 0.030
C -0.509 -0.604 -0.463
C 0.387 0.460 -1.070
N 1.838 0.254 -0.939
C 0.224 -0.393 1.106
C 0.220 -0.757 2.260
H -0.031 1.117 -1.827
H 1.373 3.032 0.009
H 0.653 2.369 1.481
H 2.400 2.224 1.226
H -2.528 -0.967 0.166
H -2.141 0.750 -0.078
H 0.906 -2.161 -0.826
H -0.711 -2.745 -0.309
H -2.366 -0.311 -1.473
H -0.448 -2.112 -1.953
H 0.221 -1.027 3.283
```

## Properties
E_LUMO (spin up / spin down) in eV: -0.04 / -0.04
HOMO (spin up / spin down) in Ha: -0.3187 / -0.3188
Frontier orbital gap (spin up / spin down) in eV: 8.64 / 8.64
ΔE to the lowest compared entry with this formula, charge and spin in eV: 4.285
Total charge: 0

Atom charges from the Mulliken analysis, given in e for atoms 1 to 8: -1.205, -1.589, -1.565, 0.970, 1.656, -0.527, -0.780, -0.998

***

[6]
# C3H7NO2

One molecule with the formula C3H7NO2 (wB97M-V/def2-TZVPD, OMol25).

XYZ file:
```
13
C3H7NO2 wB97M-V/def2-TZVPD
O -1.810 0.376 0.367
C -1.137 -0.854 0.368
C 0.200 -0.976 -0.371
O 1.361 -0.404 0.296
C 1.472 0.917 0.071
N 0.461 1.503 -0.379
H -1.188 1.039 0.696
H -0.990 -1.219 1.396
H -1.823 -1.544 -0.136
H 0.446 -2.037 -0.466
H 0.125 -0.530 -1.368
H 2.467 1.324 0.287
H 0.416 2.404 -0.761
```

## Properties
SMILES string: [H]/N=C/OCCO
E_LUMO in eV: 0.96
HOMO in Ha: -0.3521
Frontier orbital gap in eV: 10.54
ΔE to the lowest compared entry with this formula, charge and spin in eV: 2.194
Total charge: 0

Atom charges from the Mulliken analysis, given in e for atoms 1 to 8: -0.528, -0.445, -0.366, -0.365, 0.253, -0.660, 0.336, 0.278

***

Record order is preserved below.
Max |F|: 3.261 5.685 3.496 5.434 4.110 1.736 eV Å⁻¹